#one
{"formula": "C4H12N4", "method": "wB97M-V/def2-TZVPD", "smiles": "[H]/N=C/NC.C/N=C\\N", "e_homo_ev": -8.86, "gap_ev": 9.715, "elements": ["C", "N", "C", "N", "H", "H", "H", "H", "H", "H", "C", "N", "C", "N", "H", "H", "H", "H", "H", "H"], "xyz": [[1.0567, -1.9319, 1.7840], [-0.0074, 0.4270, 2.6387], [-0.6677, -0.3794, 1.7228], [-0.2046, -1.4636, 1.2429], [1.1828, -2.9779, 1.5115], [1.1240, -1.7870, 2.8683], [1.9246, -1.4039, 1.3570], [0.9857, 0.4673, 2.4629], [-0.3856, 1.3559, 2.7398], [-1.7009, -0.1306, 1.5103], [0.7582, 0.2512, -2.7161], [-0.5843, 0.2479, -2.1426], [-1.0361, 1.3593, -1.5069], [-1.9689, 1.3463, -0.6394], [0.7149, 0.1867, -3.8081], [1.3110, 1.1553, -2.4767], [1.3089, -0.6232, -2.3713], [-0.8834, -0.6293, -1.7450], [-0.5361, 2.2649, -1.8731], [-2.3917, 2.2650, -0.5590]], "mulliken_charge": [-0.974, -0.569, 0.065, -0.473, 0.288, 0.379, 0.293, 0.216, 0.269, 0.482, -0.850, -0.225, -0.047, -0.597, 0.279, 0.317, 0.277, 0.326, 0.330, 0.213]}

***

#two
{"formula": "C4H12N4", "method": "wB97M-V/def2-TZVPD", "smiles": "[H]/N=C\\[C@H](C)N(N)NC", "e_homo_ev": -8.13, "gap_ev": 9.207, "elements": ["C", "N", "C", "N", "H", "H", "H", "H", "H", "H", "C", "N", "C", "N", "H", "H", "H", "H", "H", "H"], "xyz": [[0.3311, 0.5658, 2.3454], [-0.7339, 0.1533, 1.4413], [-0.4167, 1.0472, -1.3285], [-0.3915, 2.3030, -1.0064], [-1.2292, 0.9670, 1.0656], [0.3094, 2.4697, -0.2751], [-1.1473, 0.7065, -2.0824], [0.9598, 1.3434, 1.8996], [0.9653, -0.2752, 2.6459], [-0.1124, 0.9826, 3.2552], [0.9857, -0.9812, -1.7420], [-1.3695, -1.4339, -0.0622], [0.4690, -0.0068, -0.6797], [-0.2486, -0.7130, 0.4211], [-1.0860, -2.3848, -0.3070], [-2.0148, -1.5597, 0.7217], [1.3453, 0.4944, -0.2505], [1.4368, -1.8689, -1.2851], [1.7557, -0.4989, -2.3545], [0.1919, -1.3105, -2.4223]], "mulliken_charge": [-0.803, -0.552, -0.129, -0.681, 0.334, 0.303, 0.336, 0.261, 0.279, 0.325, -1.687, -0.709, 0.493, 0.329, 0.204, 0.281, 0.241, 0.387, 0.432, 0.356]}

***

Relative to the most stable structure, the computed energies are #one 0.0; #two 39.2, all in kcal/mol.

***

#one
{"formula": "C6H12", "method": "wB97M-V/def2-TZVPD", "smiles": "CC[C@H]1C[C@H]1C", "e_homo_ev": -9.72, "gap_ev": 10.951, "elements": ["C", "C", "C", "C", "C", "C", "H", "H", "H", "H", "H", "H", "H", "H", "H", "H", "H", "H"], "xyz": [[0.3893, -1.9117, -0.2051], [-0.9022, -1.0963, -0.0887], [-0.6315, 0.1860, -0.8062], [-0.9622, 1.5781, -0.3964], [0.4872, 1.0359, -0.3042], [1.0194, 0.9490, 1.1236], [0.6940, -1.9630, -1.2583], [1.2383, -1.4522, 0.3145], [0.2652, -2.9176, 0.1871], [-1.1881, -0.8976, 0.9513], [-1.7447, -1.6234, -0.5501], [-0.6047, 0.0892, -1.8920], [-1.4233, 1.7282, 0.5820], [-1.4032, 2.2402, -1.1453], [1.2938, 1.1777, -1.0280], [1.3142, 1.9621, 1.4074], [1.8997, 0.3080, 1.2734], [0.2587, 0.6073, 1.8349]], "mulliken_charge": [-0.998, -0.565, -0.064, -0.751, 0.168, -1.431, 0.295, 0.197, 0.363, 0.248, 0.309, 0.338, 0.230, 0.279, 0.361, 0.371, 0.362, 0.288]}

***

#two
{"formula": "C6H12", "method": "wB97M-V/def2-TZVPD", "e_homo_ev": -8.83, "gap_ev": 9.513, "elements": ["C", "C", "C", "C", "C", "C", "H", "H", "H", "H", "H", "H", "H", "H", "H", "H", "H", "H"], "xyz": [[-2.3044, -0.3181, 0.4218], [-1.1217, -0.7283, -0.4761], [0.1417, 0.0394, -0.2917], [-0.1304, 1.4975, -0.1390], [1.2402, -0.6604, -0.1524], [2.6107, -0.1799, 0.1869], [-1.9789, -0.2788, 1.5043], [-2.8680, 0.7234, 0.1016], [-3.0461, -1.1470, 0.2117], [-0.9050, -1.8287, -0.3151], [-1.3286, -0.6669, -1.5876], [-0.3494, 1.8227, 0.9742], [0.8042, 1.9865, -0.5833], [-1.1073, 1.8596, -0.7945], [1.1553, -1.7358, -0.0198], [3.0426, 0.9240, -0.6701], [2.6419, 0.1639, 1.5404], [3.5034, -1.4733, 0.0888]], "mulliken_charge": [-0.964, -0.549, 0.563, -1.041, -0.219, -0.886, 0.272, 0.230, 0.336, 0.312, 0.271, 0.219, 0.324, 0.257, 0.218, 0.233, 0.199, 0.225]}

***

Relative to the most stable structure, the computed energies are #one 0.0; #two 105.9, all in kcal/mol.

***

#one
{"formula": "C6H12", "method": "wB97M-V/def2-TZVPD", "e_homo_ev": -8.00, "gap_ev": 8.753, "elements": ["C", "C", "C", "C", "C", "C", "H", "H", "H", "H", "H", "H", "H", "H", "H", "H", "H", "H"], "xyz": [[1.9966, 0.3619, -0.7220], [0.8104, -0.5087, -0.9027], [0.1337, -0.9799, 1.1588], [-0.3639, -0.1405, -0.0648], [-0.6048, 1.3334, 0.2965], [-1.6538, -0.7520, -0.6235], [2.0571, 1.0359, 0.1467], [2.9388, -0.1811, -0.8461], [1.9063, 0.9975, -1.6230], [0.7045, -1.8567, 0.8158], [0.7759, -0.3843, 1.8161], [-0.7269, -1.3595, 1.7194], [-0.7980, 1.9145, -0.6144], [0.2412, 1.7937, 0.8158], [-1.4849, 1.4367, 0.9419], [-1.4988, -1.8072, -0.8664], [-1.9549, -0.2384, -1.5442], [-2.4786, -0.6654, 0.0960]], "mulliken_charge": [-0.893, -0.759, -1.665, 2.139, -1.650, -1.635, 0.272, 0.300, 0.339, 0.422, 0.373, 0.417, 0.367, 0.374, 0.402, 0.388, 0.407, 0.403]}

***

#two
{"formula": "C6H12", "method": "wB97M-V/def2-TZVPD", "smiles": "CC1CCCC1", "e_homo_ev": -10.99, "gap_ev": 12.255, "elements": ["C", "C", "C", "C", "C", "C", "H", "H", "H", "H", "H", "H", "H", "H", "H", "H", "H", "H"], "xyz": [[2.0856, -0.1792, 0.5596], [0.7796, 0.1544, -0.1500], [-0.2136, 0.9758, 0.6792], [-1.5219, 0.8549, -0.1101], [-1.5125, -0.5880, -0.6708], [-0.0504, -1.0807, -0.5418], [1.8894, -0.7458, 1.4791], [2.6389, 0.7263, 0.8342], [2.7373, -0.7903, -0.0758], [1.0067, 0.7264, -1.0628], [0.1060, 2.0132, 0.8321], [-0.3236, 0.5152, 1.6721], [-2.4090, 1.0679, 0.4955], [-1.5158, 1.5784, -0.9348], [-2.1879, -1.2344, -0.1004], [-1.8593, -0.6101, -1.7091], [0.0288, -1.8280, 0.2595], [0.3216, -1.5561, -1.4559]], "mulliken_charge": [-1.558, 0.519, -0.758, -0.611, -0.500, -0.818, 0.349, 0.369, 0.371, 0.210, 0.370, 0.297, 0.338, 0.277, 0.267, 0.258, 0.273, 0.347]}

***

#three
{"formula": "C6H12", "method": "wB97M-V/def2-TZVPD", "e_homo_ev": [-9.21, -9.24], "gap_ev": [8.593, 8.633], "elements": ["C", "C", "C", "C", "C", "C", "H", "H", "H", "H", "H", "H", "H", "H", "H", "H", "H", "H"], "xyz": [[-1.1656, 0.6808, 1.1266], [-1.2917, -0.6888, 0.4639], [0.0516, -1.4346, 0.4064], [0.9872, -0.8447, -0.6126], [2.0390, -0.0743, -0.3263], [0.3870, 2.1212, -1.3616], [-0.3787, 1.2871, 0.6638], [-0.9055, 0.5767, 2.1861], [-2.1013, 1.2464, 1.0620], [-2.0196, -1.2980, 1.0133], [-1.6836, -0.5834, -0.5577], [-0.1251, -2.4907, 0.1650], [0.5219, -1.4096, 1.3985], [0.7706, -1.0794, -1.6568], [2.3029, 0.1585, 0.7039], [2.6976, 0.3149, -1.0972], [0.6363, 1.5175, -2.2602], [-0.7231, 2.0003, -1.3170]], "mulliken_charge": [-1.185, -0.284, -0.633, -0.106, -0.763, -0.330, 0.260, 0.342, 0.277, 0.306, 0.294, 0.305, 0.320, 0.331, 0.222, 0.319, 0.167, 0.157]}

***

Relative to the most stable structure, the computed energies are #one 83.4; #two 0.0; #three 126.5, all in kcal/mol.

***

#one
{"formula": "C6H12", "method": "wB97M-V/def2-TZVPD", "smiles": "C[C@H]1C[C@@H](C)C1", "e_homo_ev": -8.94, "gap_ev": 10.156, "elements": ["C", "C", "C", "C", "C", "C", "H", "H", "H", "H", "H", "H", "H", "H", "H", "H", "H", "H"], "xyz": [[-2.0262, 0.2471, 0.6804], [-1.1907, 0.2260, -0.6010], [0.0597, 1.1309, -0.5677], [1.0625, -0.0522, -0.7242], [2.0255, -0.3172, 0.7755], [-0.1976, -0.9657, -0.7876], [-1.3755, 0.1290, 1.5552], [-2.7686, -0.5600, 0.6972], [-2.5610, 1.1992, 0.7941], [-1.8824, 0.3186, -1.4574], [0.5953, 0.9214, 0.3776], [0.1203, 2.1834, -0.8823], [1.8209, -0.0352, -1.4961], [2.4374, -1.3272, 0.6817], [2.8849, 0.3797, 0.9003], [1.5189, -0.2991, 1.7864], [-0.3257, -1.4743, -1.7482], [-0.1978, -1.7042, 0.0161]], "mulliken_charge": [-1.374, 0.333, -0.827, 0.008, -1.287, -0.847, 0.287, 0.364, 0.342, 0.381, 0.155, 0.392, 0.422, 0.391, 0.349, 0.320, 0.252, 0.338]}

***

#two
{"formula": "C6H12", "method": "wB97M-V/def2-TZVPD", "smiles": "CCCC1CC1", "e_homo_ev": -10.05, "gap_ev": 11.324, "elements": ["C", "C", "C", "C", "C", "C", "H", "H", "H", "H", "H", "H", "H", "H", "H", "H", "H", "H"], "xyz": [[-2.0261, 0.4511, 0.6588], [-1.3636, -0.9425, 0.5152], [0.2124, -0.9825, 0.5062], [0.9022, -0.2917, -0.6777], [2.2972, 0.3195, -0.7454], [1.0814, 1.1970, -0.7164], [-1.6449, 1.1553, -0.0849], [-1.8980, 0.9207, 1.6475], [-3.1133, 0.3840, 0.5085], [-1.7326, -1.5521, 1.3620], [-1.7104, -1.4198, -0.4005], [0.5847, -2.0224, 0.5558], [0.3120, -0.5008, 1.4717], [0.6291, -0.7480, -1.6312], [2.9584, 0.3115, 0.1167], [2.8358, 0.2648, -1.6954], [0.7898, 1.7414, -1.6094], [0.8861, 1.7144, 0.2185]], "mulliken_charge": [-1.072, -0.421, -0.804, 0.154, -0.627, -0.686, 0.272, 0.297, 0.338, 0.308, 0.346, 0.285, 0.285, 0.310, 0.248, 0.245, 0.252, 0.273]}

***

Relative to the most stable structure, the computed energies are #one 49.5; #two 0.0, all in kcal/mol.